No. 1
Entry from the Open Molecules 2025 dataset: a structure of composition C36H52BeBrN3OP2 at a distorted geometry (wB97M-V/def2-TZVPD).

Geometry as XYZ:
```
96
Properties=species:S:1:pos:R:3
N -0.678 -3.030 5.388
C -0.582 -3.656 4.214
C 0.338 -3.272 3.228
C 1.319 -2.283 3.506
C 1.177 -1.622 4.750
C 0.174 -2.037 5.649
C 2.313 -1.919 2.498
Be -0.205 0.787 -0.639
P 0.943 1.718 -2.173
C 3.199 -0.883 2.543
C 3.870 -0.340 1.357
C 4.394 0.982 1.432
C 4.933 1.603 0.310
C 4.910 0.930 -0.916
C 4.494 -0.397 -1.022
C 3.972 -1.032 0.114
Br 5.682 1.827 -2.465
H 2.304 -2.527 1.589
H 3.419 -0.380 3.496
H 0.298 -3.739 2.244
H 1.800 -0.774 5.022
H -1.249 -4.510 4.038
H 0.079 -1.570 6.636
H 4.385 1.527 2.379
H 3.656 -2.070 0.009
H 5.348 2.612 0.348
H 4.577 -0.891 -1.992
P -0.830 1.993 1.090
C 1.738 0.360 -3.148
C 2.815 0.754 -4.149
H 0.968 -0.251 -3.648
H 2.178 -0.303 -2.385
H 3.181 -0.133 -4.684
H 2.472 1.466 -4.908
H 3.694 1.174 -3.636
C 2.244 2.864 -1.595
C 2.650 3.987 -2.529
H 3.124 2.249 -1.394
H 1.930 3.252 -0.615
H 3.509 4.527 -2.114
H 2.979 3.613 -3.502
H 1.842 4.707 -2.666
C -0.259 2.722 -3.159
C 0.059 2.864 -4.658
H -0.332 3.728 -2.698
H -1.250 2.243 -3.013
H -0.794 3.347 -5.163
H 0.936 3.514 -4.822
H 0.226 1.884 -5.136
C -2.632 2.270 0.889
C -3.055 2.811 -0.479
H -2.901 2.981 1.687
H -3.142 1.320 1.114
H -4.086 3.184 -0.404
H -2.412 3.641 -0.807
H -3.051 2.039 -1.263
C -0.129 3.699 1.192
C 1.140 3.824 2.034
H -0.940 4.321 1.600
H 0.047 4.015 0.151
H 1.487 4.862 1.997
H 0.951 3.577 3.087
H 1.958 3.187 1.670
C -0.640 1.426 2.836
C -1.666 0.435 3.373
H -0.635 2.338 3.458
H 0.369 0.985 2.899
H -1.476 0.267 4.443
H -2.692 0.807 3.244
H -1.589 -0.543 2.885
C -3.696 -4.053 -1.917
N -2.690 -3.008 -1.939
N -2.152 -2.459 -0.815
C -1.412 -1.362 -1.173
O -0.788 -0.619 -0.286
C -1.461 -1.298 -2.587
C -2.286 -2.315 -3.009
C -2.710 -2.636 -4.389
C -2.550 -2.924 0.483
C -2.468 -4.289 0.814
C -2.983 -4.719 2.039
C -3.545 -3.789 2.921
C -3.626 -2.430 2.590
C -3.121 -1.993 1.361
H -3.292 -5.006 -1.557
H -4.015 -4.202 -2.952
H -4.574 -3.767 -1.317
H -0.952 -0.594 -3.228
H -2.393 -3.629 -4.751
H -3.799 -2.502 -4.512
H -2.215 -1.909 -5.049
H -1.988 -5.007 0.143
H -2.910 -5.775 2.320
H -3.949 -4.126 3.874
H -4.081 -1.708 3.277
H -3.200 -0.942 1.044
```

Output
DFT total energy (eV): -133703.8982
E_LUMO (eV): -5.2448
M (g mol⁻¹): 693.7
Net charge: +2
E_HOMO (eV): -12.6
HOMO-LUMO gap (eV): 7.36

Results of the Mulliken charge analysis, in e, for atoms 1 through 8: -0.59 -0.77 -0.16 0.54 -0.28 -0.60 -0.45 -0.61

No. 2
Entry from the Open Molecules 2025 dataset: a structure of composition C36H52BrCeN8S (wB97M-V/def2-TZVPD).

Geometry as XYZ:
```
99
Properties=species:S:1:pos:R:3
Ce -0.623 0.516 -0.203
C -2.718 -1.816 -3.989
C -1.877 -1.363 -2.834
N -2.134 -0.260 -2.201
N -3.225 0.380 -2.658
C -3.585 1.498 -2.052
N -4.685 2.077 -2.584
S -2.885 2.296 -0.711
C -0.728 -2.153 -2.397
C -0.617 -3.507 -2.730
C 0.474 -4.233 -2.297
C 1.455 -3.592 -1.552
C 1.270 -2.256 -1.258
N 0.214 -1.545 -1.653
H -2.994 -0.944 -4.579
H -3.649 -2.272 -3.642
H -2.184 -2.524 -4.619
H -5.205 1.592 -3.295
H -5.085 2.867 -2.116
H -1.394 -3.992 -3.302
H 0.567 -5.283 -2.543
H 2.337 -4.112 -1.205
H 2.007 -1.719 -0.673
C 0.899 2.571 0.746
C 0.689 3.006 -0.593
C 1.372 2.065 -1.433
C 1.992 1.112 -0.579
C 1.729 1.432 0.768
C 2.435 0.915 2.006
C 3.074 -0.453 1.753
C 3.550 1.909 2.367
C 1.451 0.806 3.181
C 1.554 2.002 -2.952
C 2.444 0.811 -3.343
C 2.275 3.249 -3.486
C 0.206 1.787 -3.664
C 0.180 4.443 -0.818
C 1.419 5.356 -0.812
C -0.705 4.901 0.360
C -0.619 4.706 -2.101
H 0.638 3.135 1.627
H 2.713 0.379 -0.905
H 3.800 -0.399 0.938
H 2.313 -1.194 1.510
H 3.604 -0.788 2.648
H 4.251 2.005 1.536
H 4.102 1.573 3.249
H 3.133 2.896 2.573
H 0.593 0.185 2.912
H 1.084 1.791 3.472
H 1.942 0.360 4.050
H 3.457 0.926 -2.950
H 2.512 0.764 -4.432
H 2.031 -0.136 -2.993
H 3.181 3.426 -2.903
H 1.662 4.143 -3.443
H 2.565 3.094 -4.528
H -0.131 0.761 -3.500
H 0.309 1.932 -4.743
H -0.569 2.460 -3.302
H 1.995 5.200 0.104
H 1.112 6.404 -0.854
H 2.076 5.157 -1.658
H -0.121 5.058 1.267
H -1.493 4.181 0.573
H -1.178 5.852 0.111
H -0.059 4.490 -3.007
H -0.896 5.763 -2.140
H -1.536 4.123 -2.104
Br -6.436 -0.175 3.931
C -4.764 -0.071 3.004
C -3.742 0.701 3.520
C -2.534 0.762 2.832
C -2.280 0.069 1.638
C -3.365 -0.704 1.182
C -4.592 -0.780 1.830
H -3.887 1.257 4.438
H -1.759 1.394 3.264
H -3.269 -1.292 0.269
H -5.400 -1.374 1.422
C 1.023 -6.001 2.341
C 1.068 -5.149 3.609
C 2.353 -4.325 3.680
C -0.197 -4.274 3.734
N -0.454 -3.451 2.566
C -1.311 -3.656 1.551
N -1.170 -2.693 0.685
N -0.218 -1.891 1.194
N 0.222 -2.334 2.312
H 1.854 -6.706 2.333
H 1.108 -5.373 1.451
H 0.094 -6.571 2.280
H 1.038 -5.816 4.475
H 2.396 -3.592 2.877
H 3.223 -4.978 3.592
H 2.421 -3.788 4.627
H -0.114 -3.617 4.599
H -1.071 -4.910 3.859
H -2.008 -4.474 1.484
```

Output
DFT total energy (eV): -143904.3785
E_LUMO (spin up / spin down) (eV): -0.3112 / -0.3185
M (g mol⁻¹): 849.0
Energy above the lowest of the compared OMol25 structures with the same formula, charge and spin (kJ/mol): 0.00
2S+1: 2
Net charge: 0
E_HOMO (spin up / spin down) (eV): -7.2 / -7.2
HOMO-LUMO gap (spin up / spin down) (eV): 6.92 / 6.92
Expectation value of S²: 0.75

Results of the Mulliken charge analysis, in e, for atoms 1 through 8: -0.20 -2.08 0.62 1.72 -1.85 0.69 -0.43 -0.66

No. 3
Entry from the Open Molecules 2025 dataset: a structure of composition C36H53BN9P2PbTe at a distorted geometry (wB97M-V/def2-TZVPD).

Geometry as XYZ:
```
103
Properties=species:S:1:pos:R:3
Pb 0.000 0.000 0.000
C 3.218 0.005 -2.827
C 1.880 -0.113 -2.493
N 1.752 -0.093 -1.151
N 2.967 0.040 -0.646
C 3.885 0.097 -1.624
B 3.148 0.076 0.857
N 2.361 1.272 1.372
C 2.801 2.308 2.107
C 1.732 3.146 2.335
C 0.660 2.547 1.699
N 1.070 1.402 1.118
N 2.448 -1.167 1.365
C 2.916 -2.161 2.137
C 1.897 -3.074 2.302
C 0.830 -2.562 1.585
N 1.193 -1.394 1.017
H 3.648 0.018 -3.819
H 1.054 -0.210 -3.184
H 4.953 0.197 -1.477
H 4.296 0.128 1.184
H 3.818 2.445 2.452
H 1.731 4.073 2.892
H -0.354 2.922 1.663
H 3.916 -2.220 2.548
H 1.926 -3.996 2.867
H -0.148 -3.012 1.483
C -2.128 -1.832 -0.892
P -2.045 -0.075 -1.397
C -0.828 -0.151 -2.710
N -0.840 -1.158 -3.606
C 0.148 -1.146 -4.521
C 0.190 -2.140 -5.492
C 1.196 -2.168 -6.459
C 2.178 -1.186 -6.457
C 2.148 -0.183 -5.488
C 1.152 -0.142 -4.520
N 1.164 0.844 -3.603
C 0.158 0.828 -2.706
P 0.075 2.043 -1.396
C 1.631 1.695 -0.501
C 0.416 3.701 -2.214
C -0.570 3.922 -3.377
C 1.850 3.882 -2.732
C 0.148 4.796 -1.156
C -3.687 0.193 -2.273
C -3.698 1.609 -2.885
C -3.998 -0.821 -3.383
C -4.814 0.126 -1.219
H -2.319 -2.517 -1.721
H -2.910 -1.983 -0.142
H -1.180 -2.130 -0.433
H -0.579 -2.907 -5.492
H 1.207 -2.955 -7.209
H 2.967 -1.197 -7.205
H 2.916 0.586 -5.484
H 2.501 1.634 -1.162
H 1.553 0.737 0.024
H 1.827 2.464 0.251
H -0.424 3.197 -4.185
H -0.441 4.919 -3.816
H -1.613 3.848 -3.046
H 2.123 3.142 -3.489
H 2.590 3.827 -1.927
H 1.970 4.867 -3.199
H -0.878 4.749 -0.772
H 0.289 5.796 -1.583
H 0.826 4.710 -0.299
H -2.937 1.719 -3.667
H -3.515 2.381 -2.128
H -4.668 1.830 -3.346
H -3.291 -0.755 -4.215
H -4.993 -0.635 -3.807
H -4.000 -1.852 -3.019
H -4.651 0.837 -0.400
H -4.902 -0.873 -0.778
H -5.786 0.365 -1.668
C -5.388 -5.276 5.404
C -4.516 -4.428 4.525
C -5.010 -3.886 3.334
C -4.193 -3.093 2.514
C -4.764 -2.529 1.240
C -2.854 -2.837 2.892
Te -1.620 -1.620 1.620
C -2.354 -3.387 4.100
C -0.944 -3.170 4.586
C -3.194 -4.176 4.900
H -6.409 -5.390 4.981
H -5.475 -4.808 6.407
H -4.939 -6.286 5.512
H -6.036 -4.083 3.045
H -5.824 -2.826 1.095
H -4.183 -2.902 0.370
H -4.720 -1.420 1.266
H -0.332 -2.542 3.915
H -0.434 -4.151 4.687
H -0.968 -2.676 5.580
H -2.815 -4.598 5.824
N -1.223 1.223 1.223
H -2.180 0.810 1.284
H -1.284 2.180 0.810
H -0.810 1.284 2.180
H 0.000 -1.478 -1.048
```

Output
DFT total energy (eV): -83363.0692
E_LUMO (spin up / spin down) (eV): 2.3642 / 2.3326
M (g mol⁻¹): 1019.4
Net charge: -1
E_HOMO (spin up / spin down) (eV): -2.1 / -3.0
HOMO-LUMO gap (spin up / spin down) (eV): 4.46 / 5.36

Results of the Mulliken charge analysis, in e, for atoms 1 through 8: -0.40 -1.37 0.88 -0.04 -0.23 -0.88 0.89 0.03

No. 4
Entry from the Open Molecules 2025 dataset: a structure of composition C36H53GeN3Pd (wB97M-V/def2-TZVPD).

Geometry as XYZ:
```
94
Properties=species:S:1:pos:R:3
Pd 0.720 -0.248 0.693
C -1.952 -2.099 3.204
C -2.343 -1.541 1.839
C -3.325 -2.463 1.113
C -2.886 -0.129 1.931
C -3.951 0.123 2.772
C -4.534 1.383 2.876
C -3.963 2.414 2.149
C -2.874 2.224 1.307
C -2.186 3.465 0.761
C -1.745 4.392 1.898
C -3.053 4.245 -0.230
C -2.341 0.909 1.098
N -1.369 0.591 0.202
C -1.342 1.223 -1.027
C -0.312 1.108 -1.898
N 0.888 0.486 -1.593
C 1.730 0.191 -2.617
C 3.154 0.303 -2.407
C 4.032 0.155 -3.461
C 3.604 -0.125 -4.757
C 2.249 -0.333 -4.957
C 1.320 -0.231 -3.929
C -0.093 -0.727 -4.211
C -0.076 -2.192 -4.665
C -0.833 0.120 -5.248
C 3.681 0.612 -1.023
C 4.760 1.694 -1.012
C 4.197 -0.659 -0.348
H -1.564 -3.117 3.103
H -2.803 -2.135 3.893
H -1.171 -1.479 3.648
H -1.437 -1.483 1.233
H -4.271 -2.549 1.659
H -2.903 -3.467 1.000
H -3.544 -2.070 0.118
H -4.354 -0.697 3.360
H -5.378 1.559 3.534
H -4.352 3.422 2.269
H -1.284 3.142 0.242
H -2.605 4.822 2.420
H -1.144 5.218 1.504
H -1.144 3.852 2.630
H -3.968 4.598 0.255
H -3.343 3.625 -1.080
H -2.518 5.120 -0.612
H -2.221 1.784 -1.348
H -0.418 1.585 -2.874
H 5.095 0.284 -3.272
H 4.312 -0.207 -5.574
H 1.900 -0.624 -5.945
H -0.661 -0.674 -3.282
H 0.445 -2.304 -5.620
H -1.095 -2.572 -4.792
H 0.440 -2.822 -3.940
H -0.319 0.090 -6.214
H -0.890 1.162 -4.931
H -1.852 -0.249 -5.402
H 2.831 0.970 -0.439
H 5.696 1.346 -1.461
H 4.983 1.987 0.018
H 4.434 2.582 -1.557
H 5.040 -1.073 -0.914
H 3.407 -1.406 -0.286
H 4.519 -0.450 0.675
C 3.109 1.998 4.485
Ge 1.636 1.567 3.202
C -0.017 1.943 4.232
C 1.773 2.949 1.802
C 1.655 -0.181 2.442
H 2.962 2.988 4.924
H 4.073 1.984 3.973
H 3.141 1.263 5.292
H -0.002 2.967 4.618
H -0.109 1.256 5.077
H -0.898 1.815 3.600
H 1.508 3.934 2.195
H 1.108 2.707 0.970
H 2.793 2.992 1.414
H 1.932 -1.022 3.090
C -1.363 -6.075 -0.408
C -0.502 -4.858 -0.214
C -0.329 -3.928 -1.233
C 0.405 -2.778 -0.986
N 0.957 -2.518 0.201
C 0.812 -3.413 1.175
C 0.099 -4.591 1.011
H -1.429 -6.352 -1.461
H -2.378 -5.873 -0.055
H -0.981 -6.930 0.153
H -0.770 -4.082 -2.211
H 0.541 -2.005 -1.733
H 1.260 -3.144 2.125
H -0.003 -5.279 1.842
```

Output
DFT total energy (eV): -102655.9284
E_LUMO (spin up / spin down) (eV): 4.3672 / 4.3648
M (g mol⁻¹): 706.9
Energy above the lowest of the compared OMol25 structures with the same formula, charge and spin (kJ/mol): 3.41
2S+1: 3
Net charge: -2
E_HOMO (spin up / spin down) (eV): 0.6 / 0.5
HOMO-LUMO gap (spin up / spin down) (eV): 3.74 / 3.87
Expectation value of S²: 2.01

Results of the Mulliken charge analysis, in e, for atoms 1 through 8: -0.32 -1.61 3.07 -1.50 0.75 -0.15 -1.67 -0.18

Question: Look up the net charge of the first one.
Answer: +2

Question: The lowest M belongs to which entry?
Answer: C36H52BeBrN3OP2

Question: Which of these has the highest M?
Answer: C36H53BN9P2PbTe